A structure of composition C24H35BBaN7 in a non-equilibrium geometry, computed with ωB97M-V/def2-TZVPD.

```
68
Properties=species:S:1:pos:R:3
Ba -0.15 0.01 0.04
N -2.92 0.11 -0.46
N 2.83 1.06 1.11
N 0.14 0.12 2.54
N 2.39 0.18 0.18
N 1.03 2.89 1.10
N 1.03 1.07 2.94
N 0.09 2.46 0.21
C -2.10 4.76 -1.78
C 3.33 -1.47 -1.39
C -3.69 -0.09 -1.53
C -5.07 -0.09 -1.48
C 3.48 -0.40 -0.34
C 1.14 1.04 4.28
C -1.46 3.42 -1.45
C 4.17 1.03 1.18
C -4.91 0.34 0.85
C -1.83 -2.03 4.92
C 4.64 0.11 0.26
C -1.28 -1.63 3.55
C 2.65 -2.70 -0.80
C -0.89 2.77 -2.71
C 0.30 0.07 4.78
C -0.30 -0.49 3.65
C 1.11 4.22 1.05
C -5.72 0.13 -0.27
C 0.22 4.70 0.11
C 4.66 -1.83 -2.03
C -0.62 -2.83 2.86
C -0.40 3.55 -0.39
C -7.22 0.13 -0.16
C -3.54 0.32 0.71
B 1.90 1.95 1.99
H 0.27 -3.15 3.41
H -2.12 -1.31 2.93
H 0.16 -0.20 5.81
H 5.16 -0.96 -2.45
H 5.66 -0.15 0.06
H -1.04 -2.42 5.56
H -1.66 2.68 -3.49
H -2.58 -2.81 4.81
H -2.29 -1.18 5.42
H 0.04 5.72 -0.16
H 2.57 -3.50 -1.54
H -7.69 0.13 -1.14
H -7.56 0.99 0.41
H -2.24 2.76 -1.05
H -2.91 0.51 1.57
H 3.22 -3.08 0.05
H 1.63 -2.49 -0.43
H -2.92 4.63 -2.49
H -5.35 0.52 1.82
H 2.68 -1.06 -2.17
H -3.18 -0.26 -2.47
H -0.30 -2.60 1.84
H 2.59 2.65 2.68
H 1.80 4.75 1.69
H 1.80 1.72 4.79
H -7.55 -0.76 0.38
H -1.37 5.44 -2.23
H -5.64 -0.26 -2.38
H -1.31 -3.68 2.80
H -0.50 1.76 -2.52
H -0.06 3.36 -3.11
H 5.33 -2.29 -1.30
H 4.70 1.67 1.86
H -2.50 5.25 -0.89
H 4.51 -2.56 -2.83
```

Output
Energy above the lowest of the compared OMol25 structures with the same formula, charge and spin ... 0.063 eV
Orbital gap ... 8.93 eV
HOMO level ... -11.44 eV
E ... -1369.15915 hartree
Spin multiplicity ... 1
Total charge ... +1

***

A structure of composition C24H35BCl12F4N4O3S in a non-equilibrium geometry, computed with ωB97M-V/def2-TZVPD.

```
84
Properties=species:S:1:pos:R:3
Cl 2.87 0.17 10.63
Cl -6.90 -0.58 -1.10
Cl 4.87 1.51 4.12
Cl -6.01 4.12 1.62
Cl 4.23 -1.15 5.12
Cl -7.74 -1.86 -3.58
Cl -3.94 2.74 -5.27
Cl -1.69 -2.40 4.98
Cl -7.42 3.47 -0.84
Cl -6.79 2.34 -5.77
Cl 2.38 0.41 7.76
Cl -4.49 -3.13 5.37
S 3.10 0.56 -5.70
F -2.99 -0.49 -1.40
F -2.36 -3.05 0.76
F -3.42 -3.10 -1.43
F -1.72 -0.62 0.58
O 1.72 -3.64 0.42
O 3.41 3.14 -3.43
O 4.56 2.92 -1.32
N -1.49 2.19 -2.19
N 1.36 0.64 -5.35
N 3.78 -0.25 -4.28
N 0.88 -1.62 1.75
C 0.95 -2.62 2.88
C -1.57 0.31 -4.03
C 4.56 -0.87 -0.06
C 1.79 3.14 -1.46
C 2.95 -0.65 9.06
C -2.16 -2.74 -0.70
C 2.51 -1.24 -1.88
C 2.62 -0.52 -3.35
C -2.04 1.78 -3.40
C -1.78 -1.12 -0.85
C 3.92 0.58 5.29
C 4.18 0.72 -0.15
C -6.36 -1.31 -2.62
C -3.23 -2.74 4.18
C 3.31 3.05 -2.09
C -6.91 2.88 0.74
C 1.07 -1.44 -1.06
C -0.39 -0.92 -1.68
C 1.64 -0.34 2.04
C 1.20 -0.02 -3.97
C 5.07 1.54 -1.31
C -0.26 -0.23 -3.19
C 3.94 -1.81 -1.24
C -5.43 3.47 -5.89
B 1.24 -2.22 0.40
H -7.79 2.60 1.32
H 2.86 0.77 5.12
H 1.76 3.79 -0.46
H 2.64 -3.60 0.87
H 4.31 -1.38 0.97
H 2.78 -0.56 2.29
H 6.18 1.57 -0.87
H -5.29 3.74 -6.93
H -5.80 -0.56 -3.19
H 5.07 1.00 -2.35
H -3.11 -3.58 3.50
H 4.53 1.21 0.88
H -1.91 3.12 -1.92
H -3.54 -1.85 3.62
H 3.99 -0.93 8.86
H 2.33 -1.54 9.10
H 3.04 0.96 -0.25
H 4.20 0.89 6.30
H 5.75 -0.94 -0.16
H 2.06 -2.86 3.18
H -6.27 2.01 0.61
H -5.66 4.37 -5.30
H 1.21 0.19 3.02
H -1.25 -3.44 -1.03
H 0.45 -2.09 3.82
H 0.32 -3.58 2.65
H -2.47 -0.46 -4.03
H 4.74 -1.81 -2.12
H 1.38 2.07 -1.14
H -5.72 -2.16 -2.40
H -1.35 0.54 -5.18
H -2.85 2.47 -3.89
H 3.86 -2.95 -0.91
H 1.03 3.58 -2.25
H 1.47 0.40 1.16
```

Output
Orbital gap ... 6.59 eV
HOMO level ... -8.57 eV
E ... -7724.43793 hartree
Spin multiplicity ... 1
Total charge ... 0

***

A cluster of 5 separate species, C24H35BrCl2N6O3P2S in total in a non-equilibrium geometry, computed with ωB97M-V/def2-TZVPD.

```
74
Properties=species:S:1:pos:R:3
Br 0.77 3.80 -1.88
Cl -1.00 -1.22 2.69
Cl -1.83 -1.37 -2.40
S -0.36 0.70 -3.94
P 1.30 1.66 -1.55
P -2.15 -1.33 0.95
O -3.39 -0.37 1.38
O -2.08 2.59 -2.20
O 2.23 1.34 -2.86
N -0.35 8.28 -0.60
N -0.36 0.88 0.58
N -2.26 0.88 -0.65
N 2.45 -6.96 -0.82
N -5.93 1.73 0.99
N 4.53 -2.81 3.45
C -7.24 2.05 1.25
C 0.53 -2.96 -1.72
C -0.32 0.86 -2.11
C 0.64 6.87 0.78
C -0.33 -3.78 -0.76
C -0.55 -0.56 -1.42
C 4.22 -5.82 -1.49
C -0.08 8.98 0.54
C 3.28 -1.22 4.34
C -6.32 3.63 -0.07
C -1.62 1.61 -1.69
C 4.49 -1.86 4.43
C 0.53 8.13 1.42
C 0.72 -1.47 -1.41
C 2.81 -7.48 -2.04
C 3.31 -5.95 -0.48
C 2.56 -1.82 3.27
C 3.36 -2.79 2.74
C -5.36 2.68 0.19
C 1.57 -1.36 -0.13
C 3.91 -6.79 -2.48
C -7.51 3.23 0.60
C 0.09 6.99 -0.46
C -1.24 -0.04 -0.13
H 2.26 -8.29 -2.48
H -1.38 -3.52 -0.83
H 1.68 -7.28 -0.26
H -0.02 -3.64 0.28
H -5.47 0.91 1.34
H 3.19 -5.42 0.45
H 2.94 -0.42 4.98
H -0.23 -4.83 -1.03
H 1.07 5.97 1.19
H 0.43 0.41 1.00
H 1.57 -1.56 2.93
H 5.30 -3.43 3.28
H -0.80 8.66 -1.42
H 3.20 -3.48 1.92
H -3.13 0.45 -0.94
H -0.35 10.02 0.63
H 0.45 1.73 -4.22
H 1.54 -3.38 -1.67
H 5.31 -1.71 5.10
H 4.43 -6.95 -3.40
H 0.98 -1.44 0.78
H 2.30 -2.16 -0.12
H 3.15 1.34 -2.56
H 0.21 -3.12 -2.75
H -7.85 1.42 1.86
H -0.03 6.27 -1.26
H -0.88 1.29 1.35
H -4.34 2.62 -0.12
H 5.03 -5.10 -1.51
H -8.45 3.74 0.60
H -3.24 0.56 1.16
H -6.18 4.51 -0.68
H 1.32 -1.08 -2.24
H 0.86 8.39 2.41
H 2.13 -0.42 -0.10
```

Output
Orbital gap ... 8.39 eV
HOMO level ... -8.10 eV
E ... -6065.12040 hartree
Spin multiplicity ... 1
Total charge ... 0
Structure (SMILES) ... CC[C@H](C)[C@@]1(Cl)[C@](N)(P(O)Cl)NC(=O)[C@@]1(S)P(O)Br.c1cc[nH]c1.c1cc[nH]c1.c1cc[nH]c1.c1cc[nH]c1